DFT (ωB97M-V with the def2-TZVPD basis set) results for 2 unconnected molecules or ions with the total composition C4H6O2.

## Properties
LUMO (eV): 0.1
Total charge: 0
Energy above the lowest of the compared OMol25 structures with the same formula, charge and spin (eV): 6.930
Calculated total energy (Ha): -306.25164
Gap between HOMO and LUMO (eV): 8.589
2S+1: 1

Positions of all 12 atoms, in Å:
C 1.610 -0.005 -0.121
O 1.279 -0.276 1.246
C 0.222 -0.063 0.327
C -0.864 1.003 0.479
O -1.852 -0.060 0.276
C -0.923 -1.041 0.126
H 2.020 -0.844 -0.690
H 2.066 0.971 -0.317
H -0.932 1.749 -0.324
H -0.965 1.460 1.469
H -0.990 -1.768 -0.858
H -0.714 -1.330 -1.739

=====

DFT (ωB97M-V with the def2-TZVPD basis set) results for a molecular structure, C23H30AsNO2S2Tc at a distorted geometry.

## Properties
LUMO (alpha / beta) (eV): -8.2 / -8.7
Total charge: +2
Energy above the lowest of the compared OMol25 structures with the same formula, charge and spin (eV): 0.215
Calculated total energy (Ha): -4212.07519
Gap between HOMO and LUMO (alpha / beta) (eV): 6.818 / 6.416
<S²>: 3.7956
2S+1: 4

Positions of all 60 atoms, in Å:
Tc -0.673 -0.077 0.243
S -1.467 2.070 -0.299
C 0.217 2.156 -0.751
N 0.915 1.172 -0.204
C 2.235 1.139 -0.657
C 3.234 0.255 -0.267
C 4.480 0.390 -0.845
C 4.734 1.396 -1.787
C 3.751 2.291 -2.163
C 2.494 2.146 -1.585
S 1.066 3.122 -1.854
H 3.035 -0.504 0.482
H 5.276 -0.283 -0.558
H 5.721 1.482 -2.221
H 3.955 3.077 -2.879
C 0.560 -1.878 3.719
C -0.927 -1.556 3.612
As -1.320 0.080 2.648
C -0.566 1.587 3.615
C 0.901 1.878 3.305
C -3.251 0.291 2.690
C -3.779 0.359 4.123
H 0.690 -2.825 4.241
H 1.100 -1.118 4.281
H 1.031 -1.978 2.738
H -1.375 -1.410 4.595
H -1.485 -2.343 3.104
H -0.713 1.357 4.671
H -1.200 2.438 3.366
H 1.552 1.051 3.590
H 1.224 2.756 3.865
H 1.055 2.087 2.247
H -3.664 -0.551 2.137
H -3.474 1.203 2.136
H -3.649 -0.585 4.649
H -4.847 0.571 4.091
H -3.306 1.152 4.703
C 1.605 0.204 -4.770
C 0.586 -0.316 -3.794
C 0.975 -1.012 -2.663
C 0.033 -1.518 -1.761
C 0.504 -2.401 -0.619
C -1.343 -1.318 -2.039
C -1.763 -0.642 -3.196
C -3.221 -0.463 -3.517
C -0.782 -0.143 -4.037
C -2.359 -1.844 -1.063
O -3.255 -2.576 -1.313
O -2.122 -1.339 0.186
H 2.599 0.247 -4.326
H 1.333 1.195 -5.135
H 1.656 -0.454 -5.640
H 2.029 -1.197 -2.488
H 1.574 -2.578 -0.691
H -0.029 -3.353 -0.599
H 0.345 -1.998 0.410
H -3.790 -0.117 -2.652
H -3.661 -1.414 -3.818
H -3.352 0.250 -4.328
H -1.091 0.391 -4.930

=====

DFT (ωB97M-V with the def2-TZVPD basis set) results for 5 unconnected molecules or ions with the total composition C20H32Cl2IN4O8 at a distorted geometry.

## Properties
LUMO (eV): 0.6
Total charge: -1
Calculated total energy (Ha): -2820.08082
Gap between HOMO and LUMO (eV): 3.100
2S+1: 1

Positions of all 67 atoms, in Å:
O 1.246 1.195 3.929
O 0.324 1.582 2.903
C -0.870 0.857 3.108
N -1.663 0.941 1.931
C -1.365 0.126 0.721
C -0.690 -1.207 0.979
C -1.672 -2.340 1.132
I -2.728 -2.344 3.002
C -2.682 1.772 1.864
N -3.512 1.882 0.805
C -4.388 2.787 1.137
N -4.172 3.295 2.347
N -3.064 2.648 2.831
H 0.775 1.352 4.761
H -1.409 1.263 3.971
H -0.651 -0.173 3.358
H -2.268 -0.050 0.154
H -0.720 0.716 0.108
H -0.134 -1.427 0.062
H 0.033 -1.175 1.786
H -1.184 -3.298 1.026
H -2.440 -2.275 0.375
H -5.197 3.084 0.495
H -4.672 4.015 2.834
H -2.668 2.858 3.726
C -4.438 1.424 -4.764
C -3.868 1.508 -3.369
O -3.553 0.524 -2.749
C -3.710 2.891 -2.769
H -4.495 0.382 -5.067
H -5.438 1.863 -4.790
H -3.794 1.962 -5.462
H -4.690 3.373 -2.697
H -3.045 3.506 -3.376
H -3.282 2.780 -1.778
C 4.723 -0.778 2.408
C 3.260 -1.181 2.342
O 2.981 -2.185 1.393
C 3.640 -3.419 1.566
C 3.337 -4.107 2.889
H 5.065 -0.442 1.430
H 4.854 0.034 3.126
H 5.363 -1.605 2.721
H 2.665 -0.321 2.032
H 2.897 -1.475 3.338
H 4.721 -3.298 1.437
H 3.296 -4.042 0.742
H 3.672 -3.519 3.746
H 3.841 -5.074 2.931
H 2.263 -4.269 2.998
C 0.325 2.586 -2.339
Cl 1.005 3.894 -3.298
Cl -0.630 3.036 -0.891
H -0.301 1.992 -2.983
H 1.148 1.979 -1.987
C 2.490 -1.775 -1.727
C 1.423 -0.893 -1.889
C 1.244 -0.281 -3.310
O 0.232 0.453 -3.449
C 2.178 -0.549 -4.293
C 3.280 -1.435 -4.140
C 3.408 -2.142 -2.745
O 4.299 -2.980 -2.569
O 4.118 -1.684 -5.007
O 0.599 -0.541 -0.998
H 2.657 -2.239 -0.757
H 2.032 -0.038 -5.241

=====

Question: Which formula does entry 1 have?
Answer: C4H6O2

=====

Question: Look up the calculated total energy of the first one.
Answer: -306.25164 Ha